Entry from the OMol25 dataset: a structure of composition C32H64F6Li2O24P (wB97M-V/def2-TZVPD).

CARTESIAN COORDINATES (ANGSTROEM)
Li1 1.58 -2.25 2.53
Li2 1.27 2.22 -1.38
P1 0.89 -0.41 -0.24
F1 1.02 0.26 -1.73
F2 2.06 -1.47 -0.63
F3 2.08 0.61 0.22
F4 0.72 -0.92 1.28
F5 -0.26 0.72 0.09
F6 -0.22 -1.40 -0.82
C1 -1.19 -6.10 5.30
C2 -0.63 -5.93 3.88
O1 -1.59 -5.17 3.15
C3 -1.27 -3.95 2.80
O2 -0.15 -3.49 2.77
O3 -2.33 -3.37 2.31
C4 -2.33 -2.01 1.92
H1 -2.12 -6.66 5.31
H2 -1.31 -5.16 5.83
H3 -0.49 -6.63 5.95
H4 -0.46 -6.95 3.52
H5 0.36 -5.49 3.91
H6 -3.34 -1.63 1.79
H7 -1.90 -1.97 0.92
H8 -1.88 -1.26 2.58
C5 5.31 -4.33 -0.39
C6 4.55 -3.65 0.74
O4 5.24 -2.47 1.16
C7 4.59 -1.55 1.82
O5 3.42 -1.61 2.13
O6 5.39 -0.53 2.02
C8 4.92 0.62 2.79
H9 6.38 -4.29 -0.16
H10 5.19 -3.71 -1.27
H11 5.07 -5.36 -0.65
H12 4.39 -4.33 1.57
H13 3.59 -3.36 0.32
H14 4.79 0.36 3.83
H15 4.00 0.96 2.32
H16 5.77 1.28 2.64
C9 3.96 5.36 0.34
C10 4.58 4.99 -0.99
O7 5.19 3.71 -0.91
C11 4.45 2.64 -1.19
O8 3.26 2.65 -1.43
O9 5.23 1.59 -1.19
C12 4.71 0.27 -1.41
H17 3.48 6.34 0.33
H18 4.72 5.39 1.13
H19 3.18 4.67 0.67
H20 5.39 5.68 -1.21
H21 3.86 5.08 -1.80
H22 3.99 0.23 -2.22
H23 4.29 -0.10 -0.48
H24 5.61 -0.32 -1.56
C13 0.67 -0.46 -5.16
C14 -0.33 0.68 -5.06
O10 0.26 1.93 -5.46
C15 0.78 2.68 -4.53
O11 1.09 2.31 -3.42
O12 1.05 3.86 -5.03
C16 1.85 4.73 -4.23
H25 1.14 -0.49 -6.14
H26 0.16 -1.38 -4.88
H27 1.46 -0.31 -4.42
H28 -0.75 0.70 -4.05
H29 -1.16 0.57 -5.76
H30 1.33 5.03 -3.32
H31 2.13 5.60 -4.81
H32 2.75 4.18 -3.95
C17 -2.99 0.74 -2.26
C18 -3.81 1.62 -3.22
O13 -2.92 2.43 -3.98
C19 -2.66 3.65 -3.50
O14 -3.09 4.08 -2.47
O15 -1.92 4.29 -4.39
C20 -1.61 5.65 -4.13
H33 -2.70 -0.19 -2.76
H34 -3.57 0.41 -1.40
H35 -2.12 1.33 -1.99
H36 -4.54 2.26 -2.75
H37 -4.42 1.05 -3.92
H38 -2.47 6.26 -3.86
H39 -1.19 6.05 -5.05
H40 -0.88 5.76 -3.33
C21 -1.98 -3.32 -2.80
C22 -3.22 -4.08 -3.19
O16 -3.65 -5.10 -2.28
C23 -4.15 -4.68 -1.11
O17 -4.43 -3.54 -0.86
O18 -4.26 -5.72 -0.32
C24 -4.75 -5.53 1.00
H41 -2.06 -2.80 -1.84
H42 -1.79 -2.61 -3.60
H43 -1.10 -3.94 -2.62
H44 -3.09 -4.68 -4.10
H45 -4.07 -3.44 -3.46
H46 -5.74 -5.08 0.99
H47 -4.09 -4.89 1.58
H48 -4.83 -6.50 1.48
C25 -3.69 1.96 3.25
C26 -3.20 1.44 1.92
O19 -4.17 1.34 0.91
C27 -4.62 2.43 0.31
O20 -4.16 3.54 0.42
O21 -5.62 2.07 -0.46
C28 -6.48 2.99 -1.14
H49 -2.88 2.14 3.96
H50 -4.42 1.27 3.68
H51 -4.20 2.93 3.22
H52 -2.85 0.43 2.13
H53 -2.36 2.03 1.56
H54 -7.22 2.35 -1.63
H55 -5.98 3.45 -1.99
H56 -6.98 3.58 -0.38
C29 0.02 2.78 3.69
C30 0.73 1.48 3.32
O22 1.70 1.16 4.29
C31 1.94 -0.10 4.60
O23 1.45 -1.09 4.13
O24 2.94 -0.10 5.48
C32 3.41 -1.37 5.93
H57 -0.24 2.77 4.75
H58 -0.91 2.87 3.13
H59 0.69 3.61 3.51
H60 1.13 1.56 2.31
H61 -0.02 0.68 3.24
H62 2.82 -1.83 6.71
H63 4.45 -1.21 6.23
H64 3.43 -2.04 5.07

Values from the calculation:
HOMO, hartree: -0.4454
F_max, eV/Å: 2.4
Charge: +1
Gap between HOMO and LUMO, hartree: 0.37525